No. 1
{
  "formula": "C50H48N7OSSbSiTi",
  "method": "ωB97M-V/def2-TZVPD",
  "total_charge": 0,
  "relative_energy_kcal_mol": 85.9,
  "e_homo_ev": [-4.9, -4.8],
  "homo_lumo_gap_ev": [3.3, 3.2],
  "spin_multiplicity": 1,
  "elements": ["Ti", "C", "C", "C", "C", "C", "C", "N", "Sb", "C", "C", "C", "C", "C", "C", "N", "C", "C", "C", "C", "C", "C", "N", "H", "H", "H", "H", "H", "H", "H", "H", "H", "H", "H", "H", "H", "H", "H", "H", "H", "H", "C", "C", "C", "C", "C", "C", "C", "C", "C", "S", "C", "N", "H", "H", "H", "H", "H", "H", "H", "H", "C", "N", "C", "C", "O", "N", "C", "N", "H", "H", "H", "H", "H", "H", "H", "C", "C", "C", "C", "C", "C", "Si", "C", "C", "C", "C", "C", "C", "C", "C", "C", "C", "C", "C", "H", "H", "H", "H", "H", "H", "H", "H", "H", "H", "H", "H", "H", "H", "H"],
  "positions_angstrom": [[-0.2195, -0.3262, -0.1482], [1.8597, -1.3762, -5.2945], [2.5185, -0.4539, -4.3110], [3.8621, -0.6102, -3.9745], [4.4534, 0.2872, -3.1099], [3.6729, 1.3000, -2.5717], [2.3218, 1.3328, -2.8891], [1.7675, 0.5049, -3.7713], [1.1165, 2.9885, -2.2377], [0.3091, 2.7871, -0.2124], [0.4351, 4.0347, 0.3925], [-0.1697, 4.2988, 1.6067], [-0.9485, 3.3126, 2.1691], [-1.0681, 2.0894, 1.5294], [-1.9444, 1.0354, 2.1119], [-0.4222, 1.8138, 0.3736], [-0.7022, 2.3076, -3.1344], [-1.2875, 3.1293, -4.0885], [-2.4582, 2.7104, -4.6992], [-2.9756, 1.4834, -4.3404], [-2.3312, 0.7143, -3.3721], [-2.8773, -0.6529, -3.0605], [-1.2179, 1.1329, -2.7590], [1.9726, -2.4163, -4.9818], [2.3126, -1.2724, -6.2828], [0.7994, -1.1497, -5.3572], [4.4313, -1.4267, -4.4009], [5.5004, 0.2000, -2.8525], [4.1165, 2.0539, -1.9365], [1.0319, 4.8002, -0.0841], [-0.0378, 5.2566, 2.0929], [-1.4665, 3.4649, 3.1060], [-2.3886, 1.3752, 3.0457], [-1.3852, 0.1223, 2.3232], [-2.7414, 0.7690, 1.4190], [-0.8319, 4.0764, -4.3482], [-2.9485, 3.3242, -5.4443], [-3.8814, 1.1065, -4.7968], [-3.7271, -0.8488, -3.7172], [-2.4198, -0.8750, -0.9853], [-2.1039, -1.3901, -3.2911], [-3.8445, 3.6508, -0.1309], [-4.5161, 2.3402, -0.4321], [-5.8944, 2.1752, -0.2857], [-6.4498, 0.9372, -0.5201], [-5.6339, -0.1289, -0.9205], [-6.1157, -1.4650, -1.0899], [-5.2205, -2.5132, -1.3376], [-3.8912, -2.2860, -1.5267], [-3.3247, -0.9071, -1.6013], [0.2409, -1.6572, -1.9910], [-4.2671, 0.1496, -1.0916], [-3.7322, 1.3389, -0.8300], [-4.3471, 4.4784, -0.6344], [-2.8063, 3.6139, -0.4596], [-3.8616, 3.8608, 0.9414], [-6.5098, 3.0103, 0.0244], [-7.5126, 0.7750, -0.3824], [-7.1704, -1.6623, -0.9497], [-5.5963, -3.5288, -1.3652], [-3.2056, -3.1061, -1.7066], [-0.6218, -5.0385, 2.7135], [-1.0447, -3.7215, 2.3168], [-2.4309, -3.3338, 2.2953], [-2.3929, -2.0633, 1.4595], [-3.3590, -1.3457, 1.2778], [-1.1214, -1.8773, 0.9932], [-0.3544, -2.9839, 1.3827], [0.7981, -3.2104, 0.8808], [-1.2149, -5.3571, 3.5696], [0.4209, -5.0141, 3.0314], [-0.7344, -5.7789, 1.9117], [-2.8368, -3.1229, 3.2872], [-3.0770, -4.0714, 1.8034], [0.4911, -2.6300, -1.0853], [1.2425, -4.0283, 1.2845], [5.9697, -2.0327, -0.6642], [6.0607, -0.9799, 0.2357], [4.9086, -0.4455, 0.7998], [3.6379, -0.9338, 0.4767], [3.5738, -1.9957, -0.4293], [4.7211, -2.5410, -0.9908], [2.0667, -0.2402, 1.3073], [2.5880, 1.5280, 1.8327], [3.2945, 2.3270, 0.9269], [3.7098, 3.6126, 1.2376], [3.4028, 4.1546, 2.4789], [2.6957, 3.3900, 3.3947], [2.3022, 2.0943, 3.0762], [1.9099, -1.1780, 2.9597], [2.8175, -2.1837, 3.3058], [2.6691, -2.9267, 4.4688], [1.6062, -2.6779, 5.3281], [0.7018, -1.6742, 5.0158], [0.8582, -0.9397, 3.8472], [6.8655, -2.4556, -1.1030], [7.0297, -0.5799, 0.5103], [5.0080, 0.3649, 1.5128], [2.6101, -2.4031, -0.6949], [4.6356, -3.3635, -1.6915], [3.5524, 1.9047, -0.0331], [4.2744, 4.1919, 0.5152], [3.7243, 5.1566, 2.7350], [2.4640, 3.7958, 4.3726], [1.7838, 1.5093, 3.8271], [3.6471, -2.4030, 2.6437], [3.3883, -3.7015, 4.7076], [1.4887, -3.2567, 6.2359], [-0.1292, -1.4649, 5.6792], [0.1312, -0.1646, 3.6258]]
}

=====

No. 2
{
  "formula": "C50H49B2F4GeN8S5Ti",
  "method": "ωB97M-V/def2-TZVPD",
  "s_squared": 0.77,
  "total_charge": -2,
  "relative_energy_kcal_mol": 0.0,
  "e_homo_ev": [-1.3, -1.4],
  "homo_lumo_gap_ev": [5.1, 5.3],
  "spin_multiplicity": 2,
  "elements": ["Ti", "C", "C", "C", "C", "C", "N", "N", "B", "N", "N", "C", "C", "C", "C", "C", "N", "N", "C", "C", "C", "C", "C", "H", "H", "H", "H", "H", "H", "H", "H", "H", "H", "H", "H", "H", "H", "H", "H", "H", "H", "H", "H", "H", "H", "C", "C", "N", "C", "C", "C", "C", "C", "C", "C", "C", "C", "N", "C", "H", "H", "H", "H", "H", "H", "H", "H", "C", "Ge", "C", "C", "C", "C", "C", "C", "C", "C", "C", "C", "C", "C", "C", "C", "C", "C", "C", "C", "H", "H", "H", "H", "H", "H", "H", "H", "H", "H", "H", "H", "H", "H", "H", "H", "C", "S", "C", "C", "S", "S", "C", "S", "S", "H", "H", "H", "F", "B", "F", "F", "F"],
  "positions_angstrom": [[0.9645, 0.0478, -0.0406], [1.3168, -3.3121, 1.3050], [1.9395, -2.1883, 2.0647], [2.5641, -2.2423, 3.3094], [2.9245, -0.9318, 3.5864], [3.6228, -0.3946, 4.7903], [2.5384, -0.1670, 2.5570], [1.9336, -0.9376, 1.6193], [2.6929, 1.3973, 2.3643], [1.3174, 2.0890, 2.5321], [0.4539, 2.1253, 1.4827], [-0.4867, 2.9998, 1.7881], [-1.6278, 3.2986, 0.8769], [-0.2358, 3.5641, 3.0502], [0.9175, 2.9506, 3.4892], [1.6372, 3.1208, 4.7840], [3.2296, 1.6742, 0.9880], [2.4987, 1.1482, -0.0977], [3.4004, 1.0958, -1.2664], [2.8158, 1.8673, -2.4508], [4.6751, 1.6955, -0.7351], [4.4939, 1.9628, 0.5697], [5.4800, 2.5476, 1.5279], [1.5068, -4.2503, 1.8264], [0.2361, -3.1775, 1.2230], [1.7193, -3.3894, 0.2929], [2.7218, -3.1107, 3.9247], [3.8439, -1.2172, 5.4707], [4.5567, 0.1005, 4.5257], [3.0083, 0.3322, 5.3184], [3.4526, 1.7870, 3.2106], [-1.5416, 2.7350, -0.0515], [-2.5733, 3.0276, 1.3472], [-1.6578, 4.3627, 0.6339], [-0.8414, 4.2754, 3.5825], [1.1255, 3.8723, 5.3857], [1.6471, 2.1891, 5.3493], [2.6713, 3.4350, 4.6410], [1.9316, 1.3514, -2.8367], [2.5190, 2.8634, -2.1218], [3.5420, 1.9615, -3.2600], [5.5550, 1.9132, -1.3153], [6.3660, 2.8793, 0.9873], [5.0462, 3.3949, 2.0595], [5.7824, 1.8150, 2.2780], [-2.0497, -3.5887, -1.6678], [-1.6219, -2.4270, -0.9846], [-0.3812, -1.9865, -1.0962], [0.4680, -2.5997, -1.9713], [0.1137, -3.7590, -2.6916], [-1.1865, -4.2595, -2.4813], [1.0119, -4.3540, -3.6146], [2.2042, -3.7309, -3.8522], [2.5856, -2.5615, -3.1794], [3.7572, -1.7966, -3.5822], [4.1513, -0.7454, -2.8683], [3.4811, -0.4178, -1.5647], [2.1006, -0.9185, -1.4642], [1.7673, -1.9938, -2.1816], [-3.0659, -3.9436, -1.5451], [-2.7337, -0.6568, -0.7627], [-1.5015, -5.1558, -3.0042], [0.7156, -5.2480, -4.1469], [2.8818, -4.1285, -4.6017], [4.2481, -2.0654, -4.5126], [4.9739, -0.1192, -3.1887], [4.0723, -0.8494, -0.7332], [-2.5885, -1.5867, -0.2018], [-4.3476, -2.2721, 0.2480], [-5.5004, -2.1563, -1.3317], [-6.8890, -2.1318, -1.1998], [-7.7111, -1.9827, -2.3075], [-7.1531, -1.8459, -3.5707], [-5.7743, -1.8562, -3.7194], [-4.9574, -2.0107, -2.6076], [-5.2264, -1.1891, 1.6051], [-5.6324, -1.7176, 2.8256], [-6.2732, -0.9225, 3.7658], [-6.5114, 0.4154, 3.4956], [-6.1090, 0.9564, 2.2830], [-5.4767, 0.1563, 1.3465], [-4.2431, -4.1056, 0.9032], [-3.3285, -4.3936, 1.9167], [-3.1771, -5.6921, 2.3803], [-3.9351, -6.7201, 1.8385], [-4.8497, -6.4452, 0.8322], [-4.9992, -5.1442, 0.3698], [-2.1244, -1.2844, 0.7256], [-7.3341, -2.2122, -0.2136], [-8.7874, -1.9583, -2.1832], [-7.7913, -1.7183, -4.4355], [-5.3310, -1.7338, -4.6984], [-3.8815, -1.9925, -2.7406], [-5.4323, -2.7568, 3.0576], [-6.5758, -1.3467, 4.7156], [-6.9940, 1.0421, 4.2358], [-6.2678, 2.0066, 2.0762], [-5.1504, 0.5968, 0.4115], [-2.7270, -3.5987, 2.3451], [-2.4569, -5.9006, 3.1613], [-3.8105, -7.7340, 2.1963], [-5.4408, -7.2444, 0.4018], [-5.7084, -4.9390, -0.4245], [-4.2948, 1.7221, -2.1365], [-3.4245, 3.2755, -2.4563], [-2.1305, 2.7296, -3.5029], [-1.1431, 1.8479, -3.2045], [-0.9559, 0.9131, -1.7801], [-0.0635, 1.5356, -4.5605], [-0.7571, 2.5846, -5.7291], [-0.1663, 2.7977, -7.2700], [-2.1526, 3.3723, -5.1274], [-5.1245, 1.9729, -1.4774], [-3.6241, 1.0271, -1.6337], [-4.6797, 1.2846, -3.0551], [-0.8304, 0.2277, 3.8685], [-1.5179, -0.2181, 2.7683], [-1.9925, -1.5254, 2.9871], [-2.5658, 0.6148, 2.4214], [-0.6202, -0.3066, 1.6337]]
}